Entry 1:
# C30H85BeF6N7O9P

C30H85BeF6N7O9P as an isolated structure (ωB97M-V/def2-TZVPD, the Open Molecules 2025 dataset).

The LUMO energy (alpha / beta) is -0.30 / -2.11 eV. The expectation value of S² is 0.751. The calculation puts the HOMO energy (alpha / beta) at -8.544 / -8.566 eV. The orbital gap (alpha / beta) comes out at 0.3031 / 0.2372 hartree.

ORCA input file:
```
! RIJCOSX wB97M-V def2-TZVPD def2/J DEFGRID3
* xyz 0 2
Be 4.7622 -0.8939 20.9069
P 2.7145 2.4646 22.4670
F 2.4244 1.4198 23.6914
F 1.6335 3.5049 23.1304
F 3.9495 3.0915 23.2366
F 3.0061 3.5818 21.3005
F 3.7398 1.3954 21.6512
F 1.3776 1.9443 21.7184
C 3.5000 7.1311 20.4479
C 3.9805 7.5488 21.8165
C 2.7975 7.7996 22.7246
O 1.9446 8.7936 22.2402
C 0.7214 8.8723 22.9292
N 4.8018 6.4832 22.3757
H 4.3242 6.8819 19.7796
H 2.9315 7.9035 19.9299
H 2.8784 6.2442 20.5708
H 4.5736 8.4422 21.6209
H 3.1061 8.2316 23.6765
H 2.2097 6.9031 22.9220
H 0.1729 9.8091 22.8306
H 0.9679 8.8042 23.9888
H -0.0081 8.0993 22.6874
H 5.0883 6.7304 23.3122
H 4.3373 5.6005 22.5344
C 4.1986 6.0128 29.1421
C 4.2619 4.6747 28.4728
C 3.0247 4.3105 27.6859
O 2.5293 5.3566 26.9449
C 2.0908 5.0879 25.6311
N 5.4737 4.6575 27.7153
H 4.3269 6.8226 28.4240
H 5.0639 6.1689 29.7863
H 3.2564 6.0732 29.6868
H 4.3745 3.8517 29.1786
H 2.2660 3.9279 28.3686
H 3.2467 3.4204 27.0972
H 1.4029 4.2539 25.7710
H 2.9312 4.8806 24.9686
H 1.4665 5.8907 25.2388
H 5.3767 5.0999 26.8126
H 6.1929 5.2031 28.1682
C 0.2273 4.6015 19.3898
C -0.7995 4.8055 20.4234
C -1.6679 3.5424 20.6248
O -2.5168 3.1319 19.5610
C -3.2616 4.0969 18.8477
N -0.1521 5.1954 21.6915
H 0.6097 5.5792 19.0969
H -0.1348 4.0167 18.5441
H 1.0438 3.9994 19.7883
H -1.3923 5.6510 20.0746
H -2.3133 3.7066 21.4876
H -1.0302 2.6916 20.8650
H -4.0818 4.5364 19.4152
H -3.7512 3.5889 18.0167
H -2.5882 4.8440 18.4277
H 0.2718 4.3253 21.9800
H 0.6302 5.7817 21.4378
C 6.0207 0.8372 24.0129
C 5.5542 -0.5211 24.4230
C 5.2462 -0.5787 25.9181
O 4.9732 -2.0004 26.1734
C 4.6895 -2.3099 27.5011
N 4.4292 -0.8462 23.5296
H 5.1969 1.4930 24.2945
H 6.2027 1.0023 22.9509
H 6.9472 1.0372 24.5512
H 6.3261 -1.2365 24.1394
H 4.4387 0.0759 26.2461
H 6.1094 -0.3249 26.5334
H 4.5568 -3.3898 27.5667
H 3.6837 -1.9513 27.7194
H 5.4090 -1.9500 28.2366
H 4.1835 -1.7566 23.8914
H 3.6014 -0.3344 23.7996
C 1.2416 -1.8540 25.3005
C 0.3701 -2.3680 24.1896
C -0.5574 -1.1408 23.7061
O -1.4518 -0.8480 24.7485
C -2.4436 0.1162 24.3631
N 1.2356 -2.8688 23.2113
H 1.7462 -0.9461 24.9703
H 2.0156 -2.5597 25.6023
H 0.6077 -1.5929 26.1480
H -0.2806 -3.1609 24.5581
H -1.0876 -1.4200 22.7955
H 0.0637 -0.2947 23.4120
H -3.3162 0.0721 25.0148
H -2.8592 0.0021 23.3619
H -2.0500 1.1280 24.4603
H 0.6701 -3.4436 22.6031
H 1.7900 -3.5887 23.6522
C 0.1242 -0.9876 19.9881
C 1.6405 -0.7900 20.0615
C 2.0762 0.3286 19.0398
O 3.5165 0.3569 18.9674
C 3.9948 1.5489 18.3056
N 2.1987 -0.8173 21.4524
H -0.2239 -1.3271 19.0126
H -0.4111 -0.0599 20.1902
H -0.2790 -1.6363 20.7657
H 2.0511 -1.7231 19.6759
H 1.6061 1.2785 19.2943
H 1.6413 -0.0719 18.1242
H 5.0834 1.5067 18.2704
H 3.7882 2.4659 18.8575
H 3.5497 1.7349 17.3282
H 1.9104 -1.6195 21.9942
H 1.8649 0.0075 21.9304
C 7.1457 4.0664 24.7139
C 7.6273 5.3929 24.1624
C 7.2787 6.6394 25.0236
O 5.8546 6.7945 25.0550
C 5.4897 7.7645 26.0617
N 9.0483 5.1965 23.9166
H 7.6195 3.9494 25.6885
H 7.3184 3.1903 24.0889
H 6.0783 4.0868 24.9337
H 7.1359 5.4649 23.1921
H 7.7015 7.5461 24.5911
H 7.6686 6.4956 26.0313
H 5.9235 7.5831 27.0451
H 4.4085 7.7177 26.1917
H 5.7376 8.7841 25.7665
H 9.2927 5.7715 23.1231
H 9.1286 4.2437 23.5912
C -1.5177 4.5186 24.5972
O -1.9059 5.6351 23.7439
H -2.3025 3.7622 24.5994
H -0.5681 4.0252 24.3901
H -1.5586 4.7876 25.6527
H -1.3560 5.4470 22.9798
C 0.5778 1.4036 26.6128
O -0.5359 0.6299 27.1731
H 1.0815 0.9573 25.7554
H 0.2423 2.4040 26.3393
H 1.3809 1.4508 27.3483
H -1.2065 0.4547 26.5088
*
```

Entry 2:
# C21H16Co2O9

C21H16Co2O9 as an isolated structure (ωB97M-V/def2-TZVPD, the Open Molecules 2025 dataset).

The LUMO energy is 5.06 eV. Its energy relative to the best compared isomer or geometry (same formula, charge and spin) is 2.980 eV. The calculation puts the HOMO energy at 0.551 eV. The orbital gap comes out at 0.1658 hartree.

ORCA input file:
```
! RIJCOSX wB97M-V def2-TZVPD def2/J DEFGRID3
* xyz -2 1
C -4.3347 -0.2915 -3.5630
C -3.1673 0.6343 -3.3170
O -2.0126 -0.2164 -3.0976
C -0.8924 0.4144 -2.6974
C 0.1943 -0.5575 -2.2214
C 1.5495 -0.2082 -2.8667
C 2.3153 -1.4647 -3.2159
O 1.9616 0.9123 -3.0127
O -0.8493 1.6450 -2.7384
H -5.2275 0.2803 -3.7950
H -4.0992 -0.9640 -4.3936
H -4.5223 -0.8756 -2.6582
H -2.9544 1.2807 -4.1807
H -3.2962 1.2422 -2.4089
H -0.0049 -1.6332 -2.3908
H 1.6691 -2.3121 -3.5132
H 2.9889 -1.2736 -4.0336
H 2.8903 -1.8071 -2.3322
O -1.6733 2.0670 0.5013
C -0.9132 1.3061 0.0657
Co 0.1839 0.1296 -0.4161
C -1.2818 -1.2559 -0.2118
O -1.9879 -2.0130 -0.8317
C 1.7033 1.0586 -0.5031
O 2.6063 1.7695 -0.5078
C 0.6619 -0.1881 1.7554
C 0.6090 0.9714 2.6967
C 0.9482 2.3051 2.3698
C 0.8192 3.3465 3.2999
C 0.3024 3.0333 4.5731
C -0.0060 1.7262 4.9224
C 0.1723 0.7069 3.9973
C 0.1088 -1.4420 1.7274
C -1.2012 -1.8677 1.3404
Co 1.7915 -1.5526 1.4013
C 3.1748 -0.9347 0.4978
O 4.2038 -0.7736 -0.0065
C 2.7410 -1.9339 2.8564
O 3.4410 -2.1856 3.7276
C 1.3776 -2.8993 0.4284
O 1.1110 -3.8112 -0.2054
H 1.2969 2.5387 1.3706
H 1.1176 4.3581 2.9995
H 0.2443 3.8579 5.2835
H -0.3399 1.5039 5.9308
H -0.0671 -0.3034 4.2880
H -1.2769 -2.9675 1.3335
H -2.0760 -1.3556 1.7519
*
```

Entry 3:
# C23H13Cl7IN2O4PSe2Ti

C23H13Cl7IN2O4PSe2Ti as an isolated structure (ωB97M-V/def2-TZVPD, the Open Molecules 2025 dataset).

The LUMO energy is 3.45 eV. Its energy relative to the best compared isomer or geometry (same formula, charge and spin) is 1.970 eV. The calculation puts the HOMO energy at -2.430 eV. The orbital gap comes out at 0.2159 hartree.

ORCA input file:
```
! RIJCOSX wB97M-V def2-TZVPD def2/J DEFGRID3
* xyz -2 1
Ti 0.6067 0.9708 0.5598
Cl 5.6982 0.5468 -3.9996
C 4.1321 0.5866 -3.2534
C 2.9889 0.6248 -4.0336
Cl 3.1064 0.6412 -5.7640
C 1.7298 0.6481 -3.4209
Cl 0.2747 0.6886 -4.3573
C 1.6151 0.6363 -2.0383
O 0.4674 0.6195 -1.3943
C 2.7846 0.6232 -1.2322
O 2.6025 0.6303 0.0568
C 4.0293 0.5797 -1.8583
Cl 5.4357 0.5200 -0.8511
Se 0.5091 -1.3790 1.6022
P -1.5740 -1.6079 2.4398
Se -1.5497 1.6077 0.8839
C -1.4891 -0.7364 4.0586
C -0.6935 -1.1607 5.1220
C -0.6463 -0.4348 6.2988
C -1.3879 0.7346 6.4264
C -2.1686 1.1746 5.3701
C -2.2222 0.4407 4.1905
C -1.5525 -3.3577 3.0407
C -0.8649 -4.3633 2.3643
C -0.9431 -5.6839 2.7812
C -1.7201 -6.0325 3.8764
C -2.4299 -5.0440 4.5456
C -2.3487 -3.7255 4.1280
H -0.0864 -2.0514 5.0110
H -0.0124 -0.7679 7.1122
H -1.3389 1.3094 7.3439
H -2.7257 2.1002 5.4490
H -2.8098 0.7952 3.3534
H -0.2416 -4.1020 1.5177
H -0.3816 -6.4439 2.2504
H -1.7692 -7.0629 4.2081
H -3.0496 -5.3004 5.3973
H -2.9038 -2.9647 4.6639
Cl 2.8200 3.6349 4.4445
C 2.3372 2.4824 3.1752
Cl 3.5177 1.1642 3.1192
Cl 0.7473 1.8395 3.5579
C 2.3258 3.2054 1.7597
O 3.2354 3.9883 1.5720
O 1.3631 2.8811 1.0008
I -4.1392 -3.5535 -4.0382
C -3.3463 -2.2049 -2.6913
C -3.0397 -2.4514 -1.3689
N -2.5646 -1.2904 -0.8892
N -2.5360 -0.3298 -1.8012
C -3.0070 -0.8551 -2.9133
H -3.1271 -3.3363 -0.7633
H -2.2305 -1.0587 0.0439
H -3.0662 -0.2771 -3.8196
*
```